1.
{"formula": "C4H7NO", "method": "ωB97M-V/def2-TZVPD", "species": ["N", "C", "O", "C", "C", "C", "H", "H", "H", "H", "H", "H", "H"], "positions_angstrom": [[-1.81223, -1.49363, 0.31836], [-1.00783, -0.81816, -0.36619], [0.15076, -0.34426, 0.19468], [0.92157, 0.57036, -0.51246], [0.41636, 1.64530, -1.09373], [1.22651, -0.54984, 1.80409], [-2.58746, -1.79853, -0.26829], [-1.07393, -0.54425, -1.42393], [1.96580, 0.30069, -0.43192], [1.08583, 2.32842, -1.60189], [-0.64028, 1.89057, -1.04697], [0.68437, -1.45701, 2.12416], [0.67052, 0.27033, 2.30409]], "homo_ha": -0.309, "de_lowest_kcal_mol": 147.1, "homo_lumo_gap_ev": 9.189}

2.
{"formula": "C25H23BN10RuS", "method": "ωB97M-V/def2-TZVPD", "species": ["Ru", "C", "C", "N", "N", "C", "B", "N", "C", "C", "C", "N", "N", "C", "C", "C", "N", "N", "C", "C", "C", "N", "H", "H", "H", "H", "H", "H", "H", "H", "H", "H", "H", "H", "C", "C", "C", "C", "C", "C", "C", "C", "N", "H", "H", "H", "H", "H", "H", "S", "C", "N", "C", "C", "C", "C", "H", "H", "H", "H", "H"], "positions_angstrom": [[-0.23430, 0.78296, 0.34513], [-2.02652, 1.75749, 4.26587], [-1.16089, 2.05412, 3.21743], [-1.36934, 1.20988, 2.21436], [-2.36374, 0.38284, 2.56622], [-2.76604, 0.68449, 3.81416], [-2.73640, -0.85672, 1.72896], [-1.49879, -1.76853, 1.73812], [-1.33944, -3.06320, 2.05096], [-0.00435, -3.38535, 1.88952], [0.59752, -2.20733, 1.46240], [-0.31313, -1.24061, 1.37441], [-2.93791, -0.48669, 0.22607], [-3.96187, -0.84094, -0.56214], [-3.61894, -0.57467, -1.87413], [-2.33426, -0.05067, -1.80538], [-1.94060, -0.01394, -0.53343], [-4.00088, -1.48013, 2.26248], [-5.20088, -0.86038, 2.41000], [-6.08883, -1.76710, 2.94324], [-5.33964, -2.94921, 3.09586], [-4.12337, -2.75158, 2.65686], [-2.08545, 2.24787, 5.21437], [-0.42316, 2.83065, 3.14933], [-3.53024, 0.12949, 4.31484], [-2.17718, -3.65965, 2.36314], [0.46090, -4.33268, 2.06074], [1.63420, -2.03807, 1.24785], [-4.86564, -1.25210, -0.16321], [-4.21160, -0.74348, -2.74720], [-1.69029, 0.27689, -2.60184], [-5.34110, 0.16792, 2.14376], [-7.12488, -1.61754, 3.17064], [-5.66002, -3.90178, 3.46470], [0.71097, 1.66606, -1.36547], [1.44450, 2.16255, -0.23117], [1.46521, 3.52800, 0.16944], [2.16769, 3.91999, 1.27976], [2.82094, 2.96622, 2.08183], [2.78150, 1.61405, 1.75221], [2.10494, 1.19761, 0.60475], [3.54574, 3.39718, 3.21663], [4.13375, 3.75266, 4.13093], [1.17761, 0.85906, -1.93916], [0.25968, 2.42456, -2.00515], [0.97891, 4.27068, -0.44931], [2.25404, 4.96105, 1.54729], [3.32582, 0.90683, 2.36076], [2.33819, 0.20339, 0.20408], [-2.06916, 3.04499, -0.04085], [-2.14899, 4.07582, -1.40276], [-2.59380, 3.60507, -2.59501], [-2.76355, 4.39129, -3.67569], [-2.46944, 5.72737, -3.61620], [-1.98082, 6.25645, -2.41223], [-1.82705, 5.43847, -1.31749], [-2.83354, 2.61868, -2.65270], [-3.15068, 3.92732, -4.57023], [-2.62010, 6.34577, -4.48541], [-1.73254, 7.30296, -2.33870], [-1.48154, 5.81988, -0.37081]], "homo_ha": [-0.511, -0.511], "charge": 2, "homo_lumo_gap_ev": [4.816, 4.833]}

3.
{"formula": "C21H32Cl26N5O", "method": "ωB97M-V/def2-TZVPD", "species": ["C", "C", "C", "N", "N", "C", "N", "C", "O", "N", "C", "N", "C", "C", "H", "H", "H", "H", "H", "H", "C", "Cl", "Cl", "H", "H", "C", "Cl", "Cl", "H", "H", "C", "Cl", "Cl", "H", "H", "C", "Cl", "Cl", "H", "H", "C", "Cl", "Cl", "H", "H", "C", "Cl", "Cl", "H", "H", "C", "Cl", "Cl", "H", "H", "C", "Cl", "Cl", "H", "H", "C", "Cl", "Cl", "H", "H", "C", "Cl", "Cl", "H", "H", "C", "Cl", "Cl", "H", "H", "C", "Cl", "Cl", "H", "H", "C", "Cl", "Cl", "H", "H"], "positions_angstrom": [[-3.25380, 2.01569, 0.71537], [-2.59832, 2.45611, -0.18648], [-1.59190, 2.63831, -1.28442], [-0.38011, 1.80693, -1.04193], [-0.35564, 0.72842, -0.23896], [0.89588, 0.22973, -0.28667], [1.15246, -0.92283, 0.50051], [1.12656, -0.54670, 1.68810], [1.16708, -0.10271, 2.74495], [1.71063, 0.92427, -1.09179], [0.86284, 1.93021, -1.53096], [1.27502, 2.90002, -2.35273], [2.58557, 2.85050, -2.79573], [3.64953, 2.72571, -3.31742], [-3.93591, 1.48370, 1.36007], [-2.01346, 2.33684, -2.27935], [-1.24576, 3.69068, -1.31414], [-1.08271, 0.30961, 0.33382], [0.62811, 3.62945, -2.63219], [4.41260, 2.63904, -4.08612], [-7.28363, 2.77720, 1.80105], [-5.52881, 2.90149, 1.55841], [-7.66471, 1.77152, 3.19855], [-7.68617, 3.76953, 1.96074], [-7.72862, 2.33383, 0.91579], [3.20614, -0.94548, -3.43044], [2.43645, -0.47121, -4.94975], [4.85576, -1.52228, -3.68744], [3.23491, -0.08446, -2.76950], [2.62435, -1.74272, -2.97635], [-2.45838, 0.43104, -5.32914], [-1.24081, 0.43124, -4.04254], [-3.82992, 1.45434, -4.89549], [-2.00679, 0.80814, -6.24106], [-2.80714, -0.58519, -5.48193], [5.20907, 3.97664, 0.21343], [4.63468, 2.85071, -1.03217], [6.03435, 5.35621, -0.52269], [4.35765, 4.33688, 0.77699], [5.89773, 3.46148, 0.87706], [-6.43296, 4.66257, -4.20798], [-8.10034, 5.16781, -3.93023], [-6.03032, 3.21664, -3.26798], [-6.30350, 4.44137, -5.26271], [-5.76801, 5.46808, -3.91340], [0.97992, -4.40899, 0.33297], [-0.70611, -3.98658, 0.66854], [1.48543, -5.85743, 1.20238], [1.09037, -4.59013, -0.73201], [1.61156, -3.57995, 0.63428], [1.54250, -9.66557, 1.77933], [3.10360, -9.54153, 2.60068], [0.70717, -11.16393, 2.19947], [0.92325, -8.82444, 2.07455], [1.70859, -9.64502, 0.70693], [1.04202, 6.11371, -0.41604], [0.35257, 6.49812, -2.00020], [2.68366, 5.47842, -0.56692], [1.06577, 7.01504, 0.18800], [0.41832, 5.36471, 0.06359], [5.80323, -5.16177, -2.25979], [4.11473, -4.80629, -1.86773], [6.36190, -6.62085, -1.43841], [5.89138, -5.30617, -3.33169], [6.41935, -4.32455, -1.94767], [9.34399, -7.12769, 1.30340], [10.47847, -8.40803, 0.86374], [10.10188, -5.53314, 1.19425], [8.49538, -7.16109, 0.62577], [9.00912, -7.28914, 2.32300], [-2.73374, -3.70527, 3.65392], [-3.70178, -3.34974, 5.08414], [-2.86483, -2.41233, 2.44842], [-1.69372, -3.80514, 3.94793], [-3.08461, -4.63181, 3.21093], [-1.05966, 1.37436, 4.77925], [-2.39972, 1.91308, 3.75426], [-1.53309, 1.30827, 6.47662], [-0.75304, 0.38382, 4.46199], [-0.23423, 2.07124, 4.67129], [-7.76354, 5.11979, 5.19432], [-8.37271, 5.58915, 3.60179], [-6.19562, 4.30510, 5.09429], [-7.65192, 6.01520, 5.79697], [-8.47818, 4.44772, 5.65861]], "homo_ha": -0.432, "charge": 1, "homo_lumo_gap_ev": 8.949}

4.
{"formula": "C6H18CsO3", "method": "ωB97M-V/def2-TZVPD", "species": ["Cs", "C", "C", "O", "H", "H", "H", "H", "H", "H", "C", "C", "O", "H", "H", "H", "H", "H", "H", "C", "C", "O", "H", "H", "H", "H", "H", "H"], "positions_angstrom": [[-0.02608, -0.23331, -1.51781], [-1.42518, 1.07767, 2.32591], [-2.17437, 2.03653, 1.30217], [-1.69492, 1.63993, 0.00464], [-0.35538, 1.12201, 2.12174], [-1.65926, 0.01870, 2.21690], [-1.60038, 1.58785, 3.27308], [-1.79894, 3.05927, 1.33594], [-3.25805, 1.94767, 1.37862], [-2.21353, 2.16285, -0.61114], [2.31661, 1.29735, -3.52342], [3.31471, 1.52159, -2.36620], [2.57326, 1.16999, -1.25620], [1.28231, 1.48696, -3.23644], [2.26331, 0.33248, -4.02768], [2.61387, 2.00319, -4.29900], [3.57854, 2.57902, -2.34833], [4.10967, 0.79481, -2.53334], [2.92963, 1.74876, -0.57824], [-0.29566, -3.24825, 2.17031], [-1.44791, -3.01681, 1.21125], [-1.11324, -2.63265, -0.12563], [0.37673, -2.39452, 2.08580], [0.26701, -4.13201, 1.86951], [-0.54416, -3.36527, 3.22513], [-2.06539, -2.17305, 1.51932], [-2.03660, -3.91209, 1.01123], [-1.91659, -2.47865, -0.62813]], "homo_ha": [-0.601, -0.596], "de_lowest_kcal_mol": 11.8, "charge": 2, "homo_lumo_gap_ev": [9.271, 2.474], "multiplicity": 2}